No. 1
Here is 8 unconnected molecules or ions with the total composition C20H56F3N10O10S from OMol25. Energies are from ωB97M-V with the def2-TZVPD basis set.

```
100
Properties=species:S:1:pos:R:3:forces:R:3
C 0.7599 17.8402 -12.6363 1.360 -1.015 0.678
F 0.0854 18.5623 -13.5420 0.897 -0.346 0.401
F 0.0746 16.8070 -12.2647 -2.963 -1.447 0.568
F 1.8412 17.1748 -13.1590 0.270 2.152 -0.612
S 1.1154 18.7156 -11.0140 -0.456 1.984 2.186
O -0.2026 19.2520 -10.5600 2.505 -1.544 -1.253
O 1.7296 17.7070 -10.0919 -1.093 0.930 -2.008
O 2.0840 19.7649 -11.3959 -1.396 -1.152 -0.253
C 3.3507 19.7154 -7.4765 -0.901 1.759 -1.843
O 3.6089 20.5931 -6.7196 1.129 1.915 3.432
N 2.9967 18.4843 -7.2671 -0.359 -4.115 2.124
N 3.1824 19.9613 -8.7610 0.570 0.597 -2.379
H 2.7462 17.9860 -8.1092 -0.338 -0.586 0.908
H 2.9474 18.1138 -6.3288 0.021 -0.101 -0.478
H 3.0938 19.1326 -9.3315 -0.088 1.198 -0.802
H 3.1575 20.9297 -9.0470 0.054 -0.325 -0.627
C 5.3315 19.3898 -12.4164 2.181 1.492 -1.028
O 6.4964 19.1552 -12.2731 2.947 0.439 0.462
N 4.4102 18.5638 -12.1776 -4.647 -4.825 1.635
N 4.7818 20.4822 -12.9693 -0.330 2.672 -1.103
H 4.5750 17.7075 -11.6680 0.362 -0.033 -0.173
H 3.4675 18.9257 -12.1577 0.203 -0.462 0.361
H 5.2768 21.3586 -13.0526 -0.218 -0.389 -0.148
H 3.8047 20.3768 -13.2026 0.327 0.864 -0.052
C 5.0475 15.4847 -9.4216 1.235 1.429 -3.484
O 5.3365 15.6974 -10.5920 1.232 -0.855 -0.861
N 5.7578 15.0053 -8.4514 4.220 -2.721 2.819
N 3.9393 15.9111 -8.9752 -5.256 1.324 1.995
H 6.7115 14.6984 -8.5793 -0.310 0.151 -0.196
H 5.3990 14.9176 -7.5113 0.187 0.078 -0.410
H 3.2557 16.2115 -9.6553 -0.328 0.104 0.524
H 3.7479 15.6375 -8.0220 -1.073 0.570 -0.441
C -2.4777 21.8388 -9.6784 1.017 -0.421 -1.608
C -2.7380 22.2042 -11.1392 -0.390 -0.395 0.009
C -1.8310 21.4577 -12.1608 -1.909 0.649 1.328
O -2.3950 21.6927 -13.4648 1.019 0.109 2.848
C -1.6124 21.1052 -14.3987 -0.028 -0.376 -4.129
N -4.1614 21.9783 -11.3582 -0.921 -0.037 -0.494
H -1.3923 21.9294 -9.6367 0.055 0.270 1.430
H -2.7265 20.7863 -9.5431 0.063 -0.082 0.085
H -3.1473 22.4343 -9.0578 0.734 0.229 0.342
H -2.5882 23.2749 -11.2785 0.164 0.157 -0.030
H -1.7928 20.4146 -11.8468 -0.256 -0.405 -0.538
H -0.8033 21.7964 -12.0298 0.175 0.352 -0.469
H -1.8088 21.6641 -15.3136 0.086 0.394 -0.349
H -1.9568 20.1351 -14.7571 -0.070 -0.667 0.758
H -0.5227 21.0808 -14.3921 0.170 0.219 1.211
H -4.3879 20.9951 -11.4031 0.385 -0.491 -0.562
H -4.5990 22.1862 -10.4720 -0.303 0.571 0.095
C -4.1499 15.9587 -14.2530 -2.897 -1.448 0.885
C -2.7978 16.1202 -14.7077 2.173 0.727 -0.177
C -2.5533 15.6640 -16.1100 1.035 -0.906 -0.075
O -1.2149 16.0040 -16.4849 -0.013 -0.084 -0.991
C -0.1892 15.1845 -15.9550 -0.362 0.303 1.318
N -2.6576 17.5147 -14.8550 0.754 4.108 0.021
H -4.4109 16.4852 -13.3350 0.450 -0.094 0.187
H -4.4474 14.9149 -14.1524 -0.073 -0.219 0.213
H -4.8294 16.4057 -14.9787 0.059 -0.012 -0.275
H -1.9698 15.9298 -14.0249 -0.283 -1.710 0.278
H -3.2403 16.2890 -16.6806 0.133 -0.278 -0.553
H -2.6885 14.5986 -16.2964 -0.345 -0.127 0.031
H -0.6094 14.3408 -15.4075 -0.075 -0.548 -0.472
H 0.3084 15.7107 -15.1404 0.320 0.376 -0.053
H 0.5785 14.8940 -16.6721 -0.406 -0.007 -0.294
H -2.2010 17.9111 -14.0461 -0.515 0.191 0.612
H -1.9507 17.7697 -15.5298 0.043 -0.310 -0.599
C 2.1131 24.7183 -10.8088 -0.144 1.279 -1.137
C 3.1264 23.6589 -11.2016 0.535 -0.027 0.519
C 4.6829 23.8551 -10.7071 -0.732 0.109 -1.962
O 5.3273 24.9269 -11.4742 -0.210 0.416 -0.124
C 6.7340 25.2294 -11.2843 -1.155 -0.710 0.787
N 2.4812 22.4418 -10.7682 0.243 -0.872 1.910
H 2.4901 25.7235 -10.9974 0.008 0.104 0.186
H 1.5782 24.6854 -9.8596 0.878 -0.386 0.509
H 1.2878 24.5835 -11.5080 -0.146 0.188 -0.308
H 3.0048 23.4655 -12.2674 1.427 1.498 -0.653
H 5.1492 22.9206 -11.0192 0.234 -0.238 0.449
H 4.8235 24.0491 -9.6438 -0.389 -0.172 0.097
H 7.3764 24.5275 -11.8160 -0.017 -0.192 0.058
H 6.9648 25.2363 -10.2190 0.155 -0.366 0.197
H 6.9968 26.2391 -11.5998 -0.652 0.015 -0.454
H 2.6996 21.5850 -11.2564 0.174 0.220 -0.111
H 1.4928 22.6243 -10.8672 -0.099 -0.583 0.190
C -0.9199 11.4624 -11.6450 -1.633 0.017 -1.001
C 0.5477 11.1808 -11.7987 -0.781 1.360 -3.606
C 1.4005 12.3313 -12.4148 -1.610 0.398 -0.509
O 1.3535 13.4266 -11.4998 0.661 -1.310 0.131
C 2.3627 14.4031 -11.6019 -0.726 1.423 -1.644
N 1.0146 10.9271 -10.5454 1.893 -0.918 2.909
H -1.4499 10.5630 -11.3316 0.286 -0.089 0.551
H -1.4838 11.6964 -12.5479 0.457 0.290 -0.504
H -1.1641 12.2795 -10.9661 0.371 -0.078 0.247
H 0.7280 10.3562 -12.4883 -0.292 -0.412 0.004
H 0.9578 12.5982 -13.3744 -0.379 0.533 -0.211
H 2.3685 11.9624 -12.7538 0.666 0.083 0.911
H 2.0182 15.2703 -11.0385 0.255 -0.310 0.534
H 2.3026 14.8093 -12.6116 0.211 0.014 -0.440
H 3.4231 14.1853 -11.4750 -0.155 -0.713 0.672
H 0.9472 11.8519 -10.1450 0.052 0.140 1.022
H 2.0069 10.8583 -10.7206 0.680 -0.490 0.856
```
Forces are in eV/Å.

Output
- charge = -1
- multiplicity = 1
- ΔE to the lowest compared entry with this formula, charge and spin (kcal/mol) = 113.59


No. 2
Here is 5 unconnected molecules or ions with the total composition C28H63ClNO4P from OMol25. Energies are from ωB97M-V with the def2-TZVPD basis set.

```
98
Properties=species:S:1:pos:R:3:forces:R:3
N -0.1601 -7.5641 -0.2310 -0.293 0.531 -0.445
P -1.7257 -6.8764 -0.1682 -0.179 0.388 1.236
O -2.6670 -8.2212 -0.2954 0.516 0.087 -0.778
C -1.9821 -5.9474 -1.8033 0.134 0.189 -0.469
O -2.4311 -4.8417 -1.6948 -0.035 -0.651 -0.074
O -1.8030 -6.5159 -3.0592 -0.110 0.522 0.557
C -0.4587 -6.6843 -3.4854 -0.216 -0.147 -0.563
C -0.1099 -5.8603 -4.7236 0.090 0.003 0.474
C 0.6229 -4.5893 -4.4221 0.884 0.555 -0.458
O 1.7013 -4.3360 -4.8653 -0.502 -0.065 0.245
Cl -0.1480 -3.4285 -3.3223 -0.091 -0.278 -0.121
H 0.2925 -7.2811 0.6250 0.192 -0.189 0.280
H 0.4247 -7.2152 -0.9774 0.037 -0.343 -0.168
H -3.5575 -7.9383 -0.0789 -0.401 -0.155 0.188
H 0.2650 -6.4525 -2.7151 0.061 0.063 0.343
H -0.3516 -7.7202 -3.7630 0.116 -0.456 0.052
H -0.9684 -5.6872 -5.3544 -0.430 0.163 0.002
H 0.6016 -6.4288 -5.2984 0.266 -0.248 -0.328
C 0.8033 3.4016 -1.8306 -0.108 -0.004 0.114
C 0.8597 2.3768 -0.7015 0.081 0.073 -0.051
C 1.5939 1.0928 -1.0817 -0.009 -0.045 0.054
C 0.9594 0.3020 -2.2265 0.007 0.042 -0.053
C -0.4917 -0.1137 -1.9949 0.048 -0.103 0.053
C -0.6740 -1.0429 -0.7979 -0.131 0.113 -0.033
H 0.2551 3.0236 -2.6946 0.014 0.000 -0.015
H 0.3015 4.3113 -1.4948 0.022 0.033 -0.045
H 1.8087 3.6737 -2.1573 0.000 -0.026 -0.061
H -0.1554 2.1484 -0.3657 0.002 -0.029 0.011
H 1.3689 2.8268 0.1552 -0.019 -0.008 0.022
H 1.6713 0.4552 -0.1965 -0.001 -0.013 -0.009
H 2.6224 1.3422 -1.3613 0.004 0.019 0.004
H 1.5606 -0.5954 -2.4026 -0.016 -0.019 -0.008
H 1.0174 0.8852 -3.1499 0.013 0.008 0.006
H -0.8514 -0.6222 -2.8928 -0.030 0.042 -0.021
H -1.1255 0.7688 -1.8712 0.013 0.018 -0.018
H -0.0790 -1.9500 -0.9145 0.043 0.001 0.051
H -1.7192 -1.3393 -0.6992 0.015 -0.052 0.025
H -0.3801 -0.5624 0.1366 0.021 -0.006 0.003
C 0.9038 -11.2530 0.8697 -0.107 -0.029 0.049
C 0.2792 -10.4997 2.0395 0.055 0.037 -0.078
C 1.3079 -9.8779 2.9823 -0.062 0.034 0.047
C 2.2313 -10.8753 3.6827 0.044 -0.016 -0.052
C 1.5163 -11.9410 4.5107 0.018 0.056 0.099
C 0.6971 -11.3673 5.6635 -0.017 -0.101 -0.060
H 1.5057 -12.0984 1.2071 0.027 0.011 -0.007
H 0.1295 -11.6450 0.2096 0.015 0.005 -0.034
H 1.5419 -10.5924 0.2790 0.029 -0.006 0.006
H -0.3862 -11.1682 2.5923 0.010 0.007 0.035
H -0.3534 -9.7030 1.6422 -0.043 -0.023 -0.005
H 0.7828 -9.2788 3.7321 0.016 -0.004 0.012
H 1.9272 -9.1732 2.4160 0.001 -0.007 -0.016
H 2.9125 -10.3184 4.3338 0.001 -0.011 0.018
H 2.8649 -11.3695 2.9410 -0.006 0.009 -0.013
H 2.2673 -12.6227 4.9179 -0.005 -0.028 -0.023
H 0.8707 -12.5473 3.8698 0.012 0.000 -0.026
H 1.3290 -10.7865 6.3382 -0.008 0.036 -0.005
H 0.2361 -12.1676 6.2436 -0.008 0.020 0.029
H -0.1041 -10.7190 5.3064 0.002 0.019 0.010
C 3.0950 6.2072 -0.3332 -0.015 0.069 0.125
C 1.9366 7.1886 -0.1828 0.018 -0.116 -0.030
C 1.4722 7.7874 -1.5081 -0.094 0.038 0.007
C 2.5183 8.6225 -2.2461 0.063 -0.046 0.006
C 3.0809 9.7964 -1.4472 -0.071 0.079 -0.059
C 2.0254 10.8290 -1.0607 0.101 -0.030 0.062
H 3.9877 6.6885 -0.7353 -0.002 -0.001 -0.023
H 3.3619 5.7793 0.6342 0.026 -0.035 -0.016
H 2.8189 5.3880 -0.9982 0.037 -0.004 -0.033
H 2.2163 7.9806 0.5177 -0.026 0.029 -0.015
H 1.0924 6.6631 0.2735 -0.021 0.039 0.020
H 0.5824 8.3971 -1.3264 0.003 0.008 -0.014
H 1.1484 6.9759 -2.1679 -0.002 -0.018 0.011
H 2.0685 9.0032 -3.1683 0.003 0.021 -0.001
H 3.3448 7.9793 -2.5610 -0.007 -0.013 0.006
H 3.8499 10.2871 -2.0492 0.029 -0.011 0.019
H 3.5845 9.4342 -0.5469 0.009 -0.025 -0.008
H 1.5328 11.2320 -1.9478 -0.036 -0.015 -0.001
H 2.4804 11.6622 -0.5235 -0.029 0.023 -0.003
H 1.2594 10.4009 -0.4120 -0.018 0.004 -0.011
C -1.4152 8.6904 1.9057 0.073 -0.115 -0.051
C -2.0620 7.8609 0.8005 0.048 0.137 0.020
C -3.5715 8.0643 0.6911 -0.021 -0.060 -0.059
C -4.3678 7.6529 1.9299 0.025 0.038 0.045
C -4.1818 6.1990 2.3603 -0.101 -0.030 -0.051
C -4.6387 5.1903 1.3102 0.088 -0.014 0.085
H -1.7943 8.4176 2.8915 -0.011 0.027 0.010
H -0.3348 8.5355 1.9162 0.010 0.034 0.025
H -1.5994 9.7555 1.7505 -0.027 0.008 0.033
H -1.8297 6.8033 0.9547 -0.028 -0.013 -0.022
H -1.6045 8.1374 -0.1533 -0.006 -0.053 -0.026
H -3.9396 7.5138 -0.1791 -0.015 -0.002 0.008
H -3.7730 9.1199 0.4836 0.018 0.010 0.000
H -5.4295 7.8318 1.7333 -0.012 -0.017 0.007
H -4.1053 8.3059 2.7669 0.007 0.010 -0.010
H -4.7529 6.0351 3.2777 0.028 -0.001 0.024
H -3.1354 6.0116 2.6159 0.008 0.024 0.011
H -5.6926 5.3350 1.0647 -0.002 0.015 -0.035
H -4.5182 4.1705 1.6778 -0.021 -0.016 -0.025
H -4.0609 5.2763 0.3888 -0.014 0.004 -0.016
```
Forces are in eV/Å.

Output
- multiplicity = 1
- calculated total energy (Ha) = -2261.925204